ORCA calculation (wB97M-V/def2-TZVPD) on a molecular structure, C38H79AsF6O20PS8 in a non-equilibrium geometry.

Geometry (Å):
H  4.92840  2.08729  -0.35522
C  -4.36371  1.30917  2.68405
S  2.67250  -4.74387  -2.09540
H  -3.87858  2.28232  2.59485
H  -4.65160  -6.36755  -3.81320
H  1.53378  0.75239  -4.96604
S  -5.83707  1.48766  0.48444
F  1.45895  1.01933  -0.22547
H  -2.11686  3.44000  -0.80083
C  -1.81038  4.23252  -0.12244
H  -7.15608  -6.49850  -4.42308
H  2.09113  -3.48224  -0.10705
H  -1.03422  -2.93097  2.69684
H  5.29318  1.61028  4.94786
C  4.21763  1.51118  5.09536
F  0.62558  -0.85712  -1.50439
C  -4.20680  0.66347  0.29533
H  -1.23918  -1.55121  -3.69152
C  -2.84989  -3.96758  0.26611
H  4.56066  -1.54596  -2.67372
H  -3.61564  -0.96972  -3.78007
H  0.34091  -3.57972  5.68551
H  2.49499  -0.33655  2.74106
C  0.89342  1.16618  -4.17704
H  1.06749  -2.38614  3.74459
H  -2.79056  -4.20289  1.33650
H  1.03619  2.73953  -2.75755
H  3.44727  0.91649  -2.05770
S  6.07656  -1.24722  -0.90944
H  2.65386  6.65571  -2.08220
F  -0.90732  0.96208  -0.89639
S  -2.35293  -2.65387  4.73278
F  -0.16209  0.74004  1.47772
C  3.59379  6.28398  -1.66747
C  -3.90670  -4.80947  -0.41571
H  4.47558  -0.57909  4.44442
C  2.52461  1.79833  2.99209
F  1.19576  -1.21492  0.82093
O  -5.85154  -4.77681  -3.35708
O  -3.37745  -1.65103  4.57837
C  -3.09874  4.54283  0.65383
H  2.46428  5.34917  1.61528
H  -1.19742  2.86475  1.45776
C  1.15978  -5.29708  0.10520
H  3.99367  0.47234  2.25748
C  2.44703  -6.15804  0.13097
H  -1.53564  -1.25055  6.48833
S  3.55537  6.86077  0.05241
O  7.19629  -1.21219  -1.82250
H  6.21744  0.10320  1.05150
H  1.67370  4.67704  -0.56325
C  3.60452  4.76249  -1.57697
H  3.96783  0.77494  0.28534
H  -1.85216  -4.02608  -0.16755
O  -3.29944  4.85553  3.29781
C  0.08391  -2.51926  5.68567
As  0.13474  -0.10297  -0.01021
H  -3.10180  -2.90063  0.26856
O  -2.67565  -4.05754  4.75685
C  -0.87023  4.86099  2.07553
H  -6.09963  -7.28824  -5.50038
H  -6.68143  -5.63602  -5.93737
C  -0.84513  3.77645  0.98170
H  0.79720  -2.08428  6.39136
C  -6.35571  -6.29305  -5.13695
H  -1.55218  -2.87615  7.06681
H  -4.59576  -5.04495  -5.02750
O  -0.69782  3.30630  -6.57894
H  0.18813  3.72726  0.64220
H  5.00034  1.10385  -2.60048
C  4.50517  -0.93105  -1.77789
H  2.33502  -7.12277  0.63106
C  2.72262  4.41038  -0.39270
C  1.52267  -4.11096  -0.79507
O  3.95186  -4.07524  -2.06632
O  -2.62943  6.82606  1.94256
C  -5.83750  1.37301  2.30889
O  4.36415  3.55299  3.30471
H  4.09099  4.82608  1.19811
H  -6.29882  0.39618  2.47150
C  -3.33643  -1.84733  -3.20875
H  7.00074  0.83046  -0.35438
C  4.45866  0.57285  -1.81263
H  -1.54450  -3.08654  -2.83814
H  -2.68037  0.33289  1.74060
H  0.88387  0.35501  -3.44725
O  -1.41913  3.95730  -4.25419
H  -1.36492  5.09376  -0.61865
O  2.37044  7.66737  0.23612
C  1.21062  3.50851  -4.76561
O  -3.87504  -4.53289  -1.82168
H  -0.55039  4.50333  3.05107
C  -1.94503  -2.37138  -3.55266
H  -3.63581  -5.85665  -0.25096
O  1.94507  -4.90464  -3.33057
H  -3.52352  3.58105  0.92845
C  -0.52853  1.46946  -4.62242
C  -1.06161  -2.23522  3.53365
S  3.42946  2.84170  4.14964
H  2.76081  3.32857  -0.26037
C  -1.33661  -2.27865  6.18341
H  2.59052  2.37357  -3.47743
C  -5.23431  -5.61360  -4.35145
H  2.84898  -0.13256  5.01800
H  -1.17946  1.54150  -3.74875
S  -2.60955  5.39693  2.15036
H  1.51756  1.62242  3.38183
H  0.97119  -4.90034  1.10486
O  -5.64996  2.84487  0.01769
H  3.21505  -5.63646  0.70761
O  4.84518  7.35511  0.45968
H  1.34570  4.57450  -4.62230
O  -4.26831  -2.88690  -3.62639
S  -0.56288  3.21987  -5.14398
H  0.51999  -0.88005  4.27514
O  -5.86541  -2.93694  -1.59419
H  3.97662  1.63527  6.14423
H  2.38146  2.37592  2.08314
H  3.18903  4.27969  -2.46157
H  -4.18254  0.96550  3.70301
H  4.65484  4.46306  -1.54163
H  0.27792  -5.89770  -0.11814
H  1.99136  -6.91030  -1.81625
C  0.23013  -1.93176  4.28270
H  -1.46957  -1.32975  3.07942
C  1.53289  2.48171  -3.70454
H  -0.32745  5.76591  1.80415
H  -0.94518  0.87488  -5.42647
H  -6.44162  2.12650  2.80466
F  -1.19481  -1.19242  0.18109
H  -3.89307  5.11411  0.18084
H  -4.10232  -0.72211  1.92430
H  4.38730  6.75438  -2.24158
H  -3.40940  -1.67681  -2.13578
O  2.49223  3.50729  5.02044
H  -3.46182  1.28513  -0.19683
H  3.70583  -1.33028  -1.15311
H  0.78791  -3.46435  -1.26731
C  3.16565  5.24408  0.79473
O  -6.85123  0.64404  -0.08641
H  -4.37022  -0.23136  -0.30320
H  3.76503  -6.81542  -1.50867
H  -4.89988  -4.66645  0.00563
C  6.10228  0.32795  -0.00537
C  3.21937  0.42301  3.02024
C  -3.77026  0.29540  1.71511
O  5.98074  -2.35788  0.00565
C  2.79291  -6.37068  -1.30839
C  3.72704  0.20835  4.46441
P  -5.04667  -3.70128  -2.52972
H  1.67451  3.12588  -5.67880
C  4.79555  1.00348  -0.37796
H  -2.03249  -2.91507  -4.49453

The largest force on an atom is 1.73 eV/Å. The HOMO energy comes out at -8.16 eV. The total energy comes out at -9362.221358 hartree. The total charge is -1. The gap between HOMO and LUMO comes out at 0.356 hartree. The value obtained for the LUMO energy is 0.0559 hartree.